# 1
ORCA calculation (ωB97M-V/def2-TZVPD) on C38H39AsCsF5N4O7S2 as an isolated structure in a non-equilibrium geometry.

Each line ends with the Löwdin charge.
Element x y z (Å)
1 Cs 1.001 -0.911 -0.195  1.317
2 O -1.919 -0.841 2.686  -0.068
3 C -2.859 -1.888 2.550  -0.259
4 C -3.563 -1.935 1.190  -0.180
5 N -2.725 -2.071 0.015  -0.140
6 C -1.613 -2.989 0.145  -0.144
7 C -0.726 -3.257 -1.111  -0.780
8 O -1.268 -3.296 -2.239  -0.076
9 O 0.486 -3.436 -0.853  -0.256
10 C -2.661 -0.904 -0.849  -0.121
11 C -2.200 0.449 -0.251  -0.672
12 O -3.035 1.196 0.271  -0.009
13 O -0.954 0.722 -0.415  -0.426
14 H -1.084 -1.168 2.327  0.012
15 H -3.631 -1.728 3.310  0.108
16 H -2.388 -2.852 2.770  0.109
17 H -4.136 -1.013 1.080  0.112
18 H -4.280 -2.775 1.246  0.111
19 H -2.024 -3.987 0.361  0.130
20 H -0.934 -2.763 0.981  0.063
21 H -3.675 -0.728 -1.233  0.118
22 H -2.027 -1.157 -1.696  0.079
23 C -3.163 2.012 -7.988  -0.112
24 C -2.842 3.134 -7.231  -0.098
25 C -2.358 2.986 -5.940  -0.123
26 C -2.183 1.720 -5.385  -0.394
27 C -2.513 0.604 -6.150  -0.119
28 C -3.000 0.747 -7.445  -0.102
29 As -1.542 1.380 -3.549  1.411
30 C -2.452 2.921 -2.744  -0.375
31 C -1.797 4.031 -2.223  -0.103
32 C -2.516 5.044 -1.598  -0.104
33 C -3.894 4.955 -1.484  -0.104
34 C -4.555 3.845 -1.995  -0.091
35 C -3.836 2.837 -2.614  -0.116
36 C 0.219 2.205 -3.790  -0.380
37 C 0.717 2.663 -5.007  -0.116
38 C 2.011 3.163 -5.100  -0.103
39 C 2.817 3.223 -3.973  -0.100
40 C 2.329 2.774 -2.753  -0.064
41 C 1.045 2.258 -2.668  -0.122
42 H -3.546 2.128 -8.995  0.090
43 H -2.976 4.125 -7.649  0.094
44 H -2.126 3.864 -5.346  0.107
45 H -2.392 -0.385 -5.720  0.091
46 H -3.257 -0.131 -8.025  0.094
47 H -0.718 4.106 -2.286  0.092
48 H -1.991 5.901 -1.194  0.092
49 H -4.451 5.737 -0.982  0.091
50 H -5.628 3.751 -1.883  0.097
51 H -4.356 1.957 -2.980  0.104
52 H 0.097 2.624 -5.894  0.085
53 H 2.387 3.507 -6.057  0.092
54 H 3.826 3.612 -4.046  0.093
55 H 2.950 2.805 -1.867  0.110
56 H 0.679 1.879 -1.731  0.065
57 O 0.969 -1.042 -2.838  -0.761
58 S 0.405 -1.739 -4.034  0.900
59 C 1.393 -1.086 -5.437  -0.315
60 C 2.652 -1.938 -5.515  -0.246
61 C 2.165 -3.373 -5.324  -0.243
62 C 1.249 -3.356 -4.107  -0.298
63 H 1.564 -0.033 -5.220  0.072
64 H 0.788 -1.173 -6.345  0.085
65 H 3.324 -1.661 -4.699  0.115
66 H 3.188 -1.800 -6.457  0.103
67 H 2.985 -4.081 -5.192  0.106
68 H 1.605 -3.683 -6.213  0.104
69 H 1.784 -3.376 -3.156  0.093
70 H 0.492 -4.135 -4.066  0.085
71 F 5.925 0.724 5.523  0.075
72 C 4.901 0.017 4.997  -0.169
73 C 4.821 -0.206 3.639  -0.178
74 F 5.781 0.286 2.834  0.090
75 C 3.762 -0.912 3.112  -0.260
76 F 3.768 -1.094 1.779  0.021
77 C 2.718 -1.449 3.883  -0.637
78 S 1.440 -2.396 3.218  0.487
79 C 2.844 -1.186 5.257  -0.257
80 F 1.924 -1.655 6.120  0.045
81 C 3.896 -0.478 5.803  -0.158
82 F 3.959 -0.268 7.137  0.072
83 C -0.344 5.489 2.358  -0.050
84 N 0.447 4.302 2.516  -0.114
85 C 1.596 4.218 3.377  -0.067
86 C 2.256 2.915 2.876  -0.482
87 O 3.293 2.492 3.340  0.055
88 N 1.497 2.391 1.867  0.181
89 C 0.481 3.224 1.670  -0.402
90 N -0.435 3.060 0.719  0.210
91 H 0.298 6.374 2.413  0.082
92 H -1.117 5.579 3.127  0.085
93 H -0.827 5.492 1.381  0.068
94 H 1.335 4.126 4.434  0.126
95 H 2.278 5.065 3.250  0.121
96 H -0.568 2.088 0.326  0.049
97 H -1.323 3.522 0.839  0.092

Computed properties:
Net charge ... -2
Lowest unoccupied orbital energy ... 3.51 eV
Kohn-Sham gap ... 0.18701 Eh
Molar mass ... 1030.702 g/mol
Relative energy (zero: lowest compared OMol25 entry of this formula, charge and spin) ... 36.9 kcal/mol

=====

# 2
ORCA calculation (ωB97M-V/def2-TZVPD) on C38H39B2Cl56F8IN4O6S as an isolated structure in a non-equilibrium geometry.

Each line ends with the Löwdin charge.
Element x y z (Å)
1 C 5.850 -1.448 2.717  0.001
2 C 5.467 -1.244 1.410  -0.349
3 N 4.386 -0.379 1.013  -0.441
4 I 5.251 1.234 0.094  1.148
5 C 3.329 -1.122 0.188  -0.304
6 N 3.504 -2.528 0.684  0.123
7 C 3.110 -3.430 -0.040  -0.737
8 S 2.727 -4.545 -1.059  0.805
9 B 3.724 -1.014 -1.387  -0.627
10 C 2.928 -0.301 -2.553  0.004
11 O 4.856 -1.633 -1.848  0.119
12 C 1.963 -0.559 0.671  -0.261
13 C 1.674 0.889 0.265  -0.138
14 C 0.319 1.409 0.820  -0.163
15 C -0.163 2.553 -0.089  -0.215
16 C 0.901 3.693 -0.060  -0.182
17 C 0.348 5.112 0.043  -0.297
18 N 0.219 5.758 -1.287  0.000
19 O 0.837 -1.426 0.566  -0.038
20 C 0.360 -1.804 -0.696  -0.314
21 C -0.602 -0.839 -1.393  -0.104
22 C -1.089 -1.333 -2.760  -0.169
23 O -2.373 -0.795 -3.090  -0.019
24 C -2.336 0.541 -3.342  -0.334
25 O -1.604 1.095 -4.138  -0.029
26 C -0.419 -3.122 -0.432  -0.106
27 C -1.764 -2.911 0.226  -0.196
28 O -1.706 -2.183 1.445  -0.078
29 C -2.951 -1.574 1.637  -0.108
30 C -3.015 -0.869 3.006  -0.385
31 F -1.973 -1.272 3.748  0.149
32 F -2.852 0.476 2.807  0.014
33 C -4.316 -1.171 3.819  -0.358
34 F -4.889 -2.338 3.482  0.132
35 F -3.929 -1.286 5.109  0.071
36 C -5.387 -0.033 3.787  -0.396
37 F -4.976 1.052 4.443  0.103
38 F -6.498 -0.470 4.445  0.053
39 C -5.835 0.292 2.330  -0.292
40 F -6.310 1.558 2.319  0.087
41 F -6.820 -0.549 1.981  0.121
42 B 2.099 -0.455 2.321  -0.487
43 O 1.930 -1.612 3.088  0.151
44 N 2.294 0.832 3.024  -0.091
45 C 1.149 0.898 3.992  -0.086
46 C 3.484 0.907 3.887  -0.114
47 H 6.773 -0.965 3.022  0.064
48 H 5.302 -2.070 3.410  0.017
49 H 6.069 -1.763 0.658  0.101
50 H 3.178 -0.742 -3.513  0.066
51 H 3.295 0.729 -2.596  0.030
52 H 1.857 -0.239 -2.392  0.035
53 H 5.178 -2.300 -1.228  0.089
54 H 2.411 1.582 0.652  0.058
55 H 1.630 1.075 -0.810  0.096
56 H 0.442 1.872 1.793  0.097
57 H -0.419 0.613 0.885  0.104
58 H -0.406 2.221 -1.098  0.090
59 H -1.036 2.953 0.411  0.048
60 H 1.503 3.535 0.834  0.110
61 H 1.541 3.589 -0.933  0.067
62 H -0.565 5.184 0.633  0.068
63 H 1.096 5.700 0.578  0.098
64 H -0.694 6.165 -1.420  0.024
65 H 0.413 5.059 -1.992  0.040
66 H 1.115 -2.096 -1.434  0.113
67 H -1.440 -0.539 -0.767  0.110
68 H -0.091 0.098 -1.620  0.092
69 H -0.339 -1.007 -3.482  0.114
70 H -1.140 -2.413 -2.848  0.108
71 H -3.045 1.132 -2.745  0.050
72 H -0.520 -3.732 -1.325  0.109
73 H 0.212 -3.699 0.243  0.106
74 H -2.180 -3.901 0.451  0.136
75 H -2.473 -2.461 -0.476  0.121
76 H -3.060 -0.788 0.876  0.119
77 H -3.765 -2.284 1.473  0.140
78 H -5.003 0.256 1.626  0.130
79 H 2.810 -1.935 3.320  0.087
80 H 1.428 0.451 4.947  0.091
81 H 0.921 1.949 4.151  0.048
82 H 0.280 0.376 3.599  0.073
83 H 3.583 0.030 4.550  -0.029
84 H 3.390 1.774 4.544  0.091
85 H 4.401 1.051 3.319  0.059
86 C -4.240 3.639 -0.993  -1.965
87 Cl -5.281 4.250 0.294  0.532
88 Cl -2.650 4.388 -0.887  0.627
89 Cl -4.062 1.878 -0.815  0.596
90 Cl -4.943 4.013 -2.569  0.526
91 C 5.560 -0.959 7.333  -2.030
92 Cl 4.500 -1.374 5.978  0.593
93 Cl 7.145 -0.490 6.709  0.528
94 Cl 4.856 0.390 8.230  0.534
95 Cl 5.735 -2.354 8.403  0.531
96 C -7.679 7.289 -3.084  -2.037
97 Cl -6.384 8.494 -3.169  0.515
98 Cl -7.539 6.186 -4.460  0.502
99 Cl -7.548 6.372 -1.584  0.499
100 Cl -9.244 8.103 -3.140  0.538
101 C 2.415 3.287 -4.767  -2.031
102 Cl 2.140 4.834 -5.575  0.503
103 Cl 0.862 2.495 -4.492  0.565
104 Cl 3.430 2.253 -5.780  0.533
105 Cl 3.230 3.577 -3.221  0.544
106 C 2.471 -4.506 -5.318  -2.034
107 Cl 4.042 -3.697 -5.254  0.518
108 Cl 2.628 -6.147 -4.679  0.525
109 Cl 1.320 -3.599 -4.331  0.535
110 Cl 1.890 -4.573 -6.982  0.530
111 C 5.055 -6.959 1.919  -2.021
112 Cl 4.202 -7.506 0.473  0.505
113 Cl 5.143 -5.192 1.925  0.546
114 Cl 4.186 -7.509 3.353  0.540
115 Cl 6.700 -7.621 1.942  0.497
116 C -4.569 8.021 1.586  -2.042
117 Cl -3.474 6.653 1.813  0.480
118 Cl -6.080 7.711 2.449  0.531
119 Cl -3.818 9.489 2.218  0.536
120 Cl -4.908 8.223 -0.136  0.494
121 C -6.279 -1.307 8.432  -2.024
122 Cl -5.055 -1.020 9.678  0.524
123 Cl -7.879 -0.900 9.072  0.526
124 Cl -5.941 -0.306 7.022  0.632
125 Cl -6.248 -3.014 7.969  0.502
126 C -1.848 3.699 5.616  -2.024
127 Cl -2.264 2.336 4.573  0.610
128 Cl -3.011 3.793 6.944  0.535
129 Cl -0.224 3.485 6.280  0.544
130 Cl -1.907 5.196 4.675  0.510
131 C 4.902 -4.219 -10.040  -2.057
132 Cl 6.383 -3.792 -10.904  0.525
133 Cl 5.192 -4.161 -8.299  0.488
134 Cl 3.624 -3.072 -10.458  0.519
135 Cl 4.401 -5.850 -10.497  0.522
136 C -3.667 4.030 -6.783  -2.029
137 Cl -2.071 4.754 -6.569  0.509
138 Cl -3.623 2.350 -6.249  0.559
139 Cl -4.862 4.918 -5.824  0.474
140 Cl -4.121 4.093 -8.491  0.527
141 C 0.839 4.424 -9.636  -2.036
142 Cl 2.137 5.621 -9.731  0.527
143 Cl 0.966 3.309 -11.002  0.528
144 Cl 0.984 3.527 -8.124  0.481
145 Cl -0.724 5.249 -9.691  0.505
146 C -4.224 -5.710 5.501  -2.046
147 Cl -3.296 -7.077 6.128  0.529
148 Cl -5.924 -5.898 5.953  0.516
149 Cl -3.595 -4.208 6.175  0.539
150 Cl -4.090 -5.669 3.737  0.523
151 C 6.559 -10.431 -1.866  -2.048
152 Cl 5.755 -11.872 -1.234  0.526
153 Cl 6.958 -9.348 -0.530  0.474
154 Cl 8.036 -10.904 -2.715  0.525
155 Cl 5.476 -9.598 -2.990  0.513

Computed properties:
Lowest unoccupied orbital energy ... -1.20 eV
Kohn-Sham gap ... 0.25766 Eh
Molar mass ... 2965.699 g/mol

=====

# 3
ORCA calculation (ωB97M-V/def2-TZVPD) on C38H39BF4FeN6O5 as an isolated structure in a non-equilibrium geometry.

Each line ends with the Löwdin charge.
Element x y z (Å)
1 Fe 0.732 0.765 1.717  0.835
2 C -1.366 -4.375 -4.888  -0.100
3 O -1.077 -3.476 -3.848  -0.101
4 C -1.382 -2.149 -4.069  -0.217
5 C -1.507 -1.588 -5.324  -0.048
6 C -1.829 -0.239 -5.449  -0.110
7 C -2.026 0.527 -4.315  -0.103
8 C -1.888 -0.031 -3.051  -0.007
9 C -1.551 -1.373 -2.910  -0.160
10 N -1.440 -2.007 -1.676  0.126
11 C -0.966 -1.328 -0.503  -0.324
12 N -2.016 -0.806 0.172  0.167
13 C -2.164 -0.325 1.499  -0.166
14 C -1.120 0.172 2.296  -0.149
15 C -1.442 0.418 3.641  -0.138
16 C -2.730 0.306 4.141  -0.106
17 C -3.762 -0.079 3.303  -0.059
18 C -3.473 -0.407 1.997  -0.244
19 O -4.488 -0.823 1.124  -0.136
20 C -5.075 -2.058 1.469  -0.104
21 N 0.268 -1.271 -0.168  0.184
22 C 1.237 -2.029 -0.824  -0.169
23 C 2.493 -1.466 -1.082  -0.017
24 C 3.490 -2.148 -1.758  -0.103
25 C 3.275 -3.446 -2.188  -0.110
26 C 2.079 -4.069 -1.863  -0.042
27 C 1.092 -3.392 -1.164  -0.207
28 O -0.063 -4.014 -0.747  -0.117
29 C -0.129 -5.412 -0.850  -0.083
30 H -1.393 -5.369 -4.442  0.082
31 H -0.599 -4.361 -5.670  0.089
32 H -2.337 -4.159 -5.345  0.094
33 H -1.339 -2.186 -6.212  0.097
34 H -1.897 0.203 -6.435  0.090
35 H -2.269 1.577 -4.402  0.095
36 H -1.993 0.586 -2.168  0.114
37 H -1.055 -2.939 -1.748  0.086
38 H -2.901 -1.024 -0.258  0.133
39 H -0.660 0.750 4.314  0.092
40 H -2.939 0.545 5.178  0.090
41 H -4.784 -0.142 3.663  0.101
42 H -5.888 -2.230 0.763  0.081
43 H -5.480 -2.049 2.485  0.075
44 H -4.353 -2.880 1.396  0.093
45 H 2.668 -0.465 -0.725  0.101
46 H 4.438 -1.660 -1.943  0.095
47 H 4.030 -3.987 -2.745  0.089
48 H 1.932 -5.098 -2.160  0.095
49 H -1.033 -5.713 -0.324  0.095
50 H 0.735 -5.892 -0.381  0.097
51 H -0.195 -5.742 -1.894  0.083
52 C 4.983 0.058 1.732  -0.006
53 C 3.493 -0.024 1.817  -0.296
54 N 2.732 1.014 1.571  -0.092
55 O 3.393 2.258 1.575  -0.065
56 C 2.830 -1.251 2.073  -0.321
57 C 3.535 -2.579 2.098  -0.051
58 N 1.519 -1.160 2.283  -0.164
59 O 0.846 -2.197 2.486  -0.128
60 H 5.306 1.083 1.890  0.074
61 H 5.301 -0.254 0.735  0.083
62 H 5.452 -0.597 2.465  0.078
63 H 3.104 2.681 2.406  0.067
64 H 4.222 -2.677 1.254  0.062
65 H 2.771 -3.353 2.034  0.059
66 H 4.100 -2.731 3.024  0.070
67 F 1.244 3.097 5.714  0.111
68 B 2.081 2.500 4.772  -1.233
69 F 1.300 1.977 3.690  0.061
70 F 2.972 3.445 4.211  0.088
71 F 2.809 1.452 5.353  0.099
72 C -0.599 3.702 -3.573  -0.173
73 C 0.086 2.558 -3.170  -0.155
74 C 0.201 2.228 -1.835  -0.063
75 C -0.314 3.046 -0.805  -0.318
76 C -1.103 4.147 -1.249  -0.057
77 C -1.223 4.463 -2.589  -0.137
78 N -0.116 2.746 0.504  0.033
79 C -0.235 3.804 1.403  -0.316
80 C 0.376 5.052 1.170  -0.056
81 C 0.265 6.088 2.082  -0.121
82 C -0.457 5.926 3.258  -0.136
83 C -1.054 4.698 3.511  -0.100
84 C -0.945 3.658 2.605  -0.034
85 H -0.667 3.974 -4.620  0.073
86 H 0.528 1.906 -3.917  0.096
87 H 0.710 1.332 -1.543  0.080
88 H -1.623 4.750 -0.516  0.101
89 H -1.827 5.321 -2.872  0.083
90 H 0.955 5.190 0.265  0.110
91 H 0.757 7.034 1.879  0.084
92 H -0.548 6.741 3.966  0.078
93 H -1.610 4.545 4.429  0.096
94 H -1.412 2.706 2.801  0.079

Computed properties:
Net charge ... -2
Lowest unoccupied orbital energy (spin up / spin down) ... 3.59 / 3.59 eV
Kohn-Sham gap (spin up / spin down) ... 0.17177 / 0.17147 Eh
Spin multiplicity ... 5
Molar mass ... 802.416 g/mol
Relative energy (zero: lowest compared OMol25 entry of this formula, charge and spin) ... 13.3 kcal/mol